No. 1
16
Properties=species:S:1:pos:R:3 method="wB97M-V/def2-TZVPD" total_charge=+1 orbital_gap_ha=0.263 total_energy_ev=-8298.7616 relative_energy_kcal_mol=160.7
H -1.450 0.279 -1.546
N -2.209 0.506 -0.755
C -1.964 -0.782 -0.628
N -0.666 -1.293 -0.169
C 0.403 -0.859 -0.976
C 1.512 -0.201 -0.486
C 1.610 0.490 0.748
C 0.470 1.270 1.248
H -2.867 -1.426 -0.626
H -0.518 -1.072 0.816
H 0.476 -1.322 -1.977
H 2.409 -0.571 -0.977
H 2.535 0.526 1.331
H 0.683 2.358 1.276
H -0.406 1.186 0.560
H -0.019 0.910 2.160



No. 2
15
Properties=species:S:1:pos:R:3 method="wB97M-V/def2-TZVPD" total_charge=-1 orbital_gap_ha=0.252 total_energy_ev=-6808.4049 relative_energy_kcal_mol=54.7
C 2.498 0.014 0.146
O 1.553 0.330 -0.754
H 2.865 -1.049 -0.137
H 2.214 0.024 1.283
H 3.378 0.784 0.060
C -2.229 0.532 0.814
N -0.931 0.263 0.178
C -0.975 -0.972 -0.523
H -2.535 -0.252 1.481
H -3.056 0.629 0.100
H -2.056 1.465 1.419
H 0.199 0.360 0.271
H -0.131 -0.962 -1.305
H -0.613 -1.827 0.099
H -1.941 -1.099 -1.110



No. 3
55
Properties=species:S:1:pos:R:3 method="wB97M-V/def2-TZVPD" total_charge=-1 orbital_gap_ha="0.230 / 0.237" total_energy_ev=-255539.8608 relative_energy_kcal_mol=21.5 spin_multiplicity=3
W -0.260 -0.562 -0.201
C 3.204 2.942 5.697
C 3.186 2.057 4.479
C 3.750 0.787 4.517
C 3.705 -0.048 3.409
C 3.092 0.395 2.247
C 2.531 1.663 2.186
C 2.581 2.484 3.298
S 2.973 -0.676 0.834
O 3.208 0.127 -0.335
O 3.838 -1.794 1.102
N 1.423 -1.141 0.862
C 1.198 -2.210 1.845
C -0.276 -2.551 1.940
O -0.687 -3.345 2.752
O -1.041 -1.918 1.074
H 4.104 2.777 6.289
H 2.344 2.733 6.337
H 3.162 3.995 5.419
H 4.232 0.444 5.425
H 4.147 -1.035 3.426
H 2.062 1.993 1.266
H 2.142 3.475 3.252
H 1.537 -1.917 2.844
H 1.738 -3.116 1.566
Se -2.456 -0.407 -1.342
P -1.177 2.203 -1.695
Se 0.870 1.423 -1.291
C -1.235 3.900 -1.003
C -0.357 4.356 -0.025
C -0.512 5.619 0.528
C -1.547 6.444 0.113
C -2.431 5.996 -0.860
C -2.281 4.733 -1.408
C -1.182 2.536 -3.488
C -0.432 3.571 -4.045
C -0.442 3.783 -5.413
C -1.199 2.958 -6.239
C -1.943 1.925 -5.693
C -1.938 1.714 -4.319
H 0.461 3.720 0.293
H 0.184 5.962 1.285
H -1.668 7.430 0.544
H -3.243 6.632 -1.190
H -2.977 4.387 -2.164
H 0.163 4.209 -3.401
H 0.144 4.586 -5.842
H -1.203 3.121 -7.309
H -2.527 1.277 -6.334
H -2.506 0.901 -3.884
Br 0.528 -2.417 -1.929
C -0.765 0.709 1.499
H -0.502 1.764 1.415
H -0.302 0.315 2.407
H -1.847 0.640 1.632



No. 4
14
Properties=species:S:1:pos:R:3 method="wB97M-V/def2-TZVPD" orbital_gap_ha="0.286 / 0.286" total_energy_ev=-7357.0700 relative_energy_kcal_mol=119.6
C 1.456 -0.297 0.320
C 0.743 0.656 -0.551
O -0.102 -0.143 -1.442
C -1.258 -0.365 -0.821
C -1.442 0.454 0.287
C -0.214 1.020 0.534
H 0.228 -1.409 0.564
H 1.998 -1.118 -0.146
H 1.941 0.132 1.188
H 1.236 1.414 -1.172
H -1.939 -1.039 -1.322
H -0.523 -1.730 0.342
H -2.301 0.427 0.943
H 0.076 1.618 1.388



No. 5
114
Properties=species:S:1:pos:R:3 method="wB97M-V/def2-TZVPD" orbital_gap_ha="0.288 / 0.208" total_energy_ev=-96966.6343 relative_energy_kcal_mol=1.0 spin_multiplicity=6
Ru 0.582 -0.134 0.898
O -3.323 -1.374 1.147
C -2.325 -1.003 1.728
O -1.454 -0.183 1.200
C -2.126 -1.441 3.168
C -3.258 -1.968 3.798
C -3.223 -2.367 5.119
C -2.036 -2.268 5.841
C -0.906 -1.767 5.226
C -0.939 -1.341 3.892
P 0.652 -0.719 3.230
C 1.036 0.656 4.363
C 2.331 1.015 4.727
C 2.553 2.128 5.530
C 1.487 2.898 5.967
C 0.193 2.560 5.587
C -0.030 1.452 4.787
C 1.690 -2.173 3.622
C 2.681 -2.239 4.592
C 3.377 -3.427 4.803
C 3.077 -4.554 4.055
C 2.074 -4.497 3.093
C 1.388 -3.315 2.873
H -4.160 -2.051 3.209
H -4.116 -2.763 5.590
H -1.993 -2.584 6.876
H 0.022 -1.710 5.783
H 3.180 0.450 4.368
H 3.566 2.394 5.806
H 1.662 3.764 6.593
H -0.646 3.165 5.909
H -1.041 1.214 4.478
H 2.905 -1.385 5.215
H 4.154 -3.464 5.557
H 3.620 -5.476 4.221
H 1.827 -5.375 2.508
H 0.630 -3.273 2.099
S 0.359 2.411 1.454
C 1.767 2.709 0.466
C 2.607 3.824 0.606
C 3.733 3.911 -0.185
C 4.027 2.890 -1.090
C 3.150 1.830 -1.164
N 2.036 1.758 -0.428
H 2.360 4.584 1.336
H 4.396 4.764 -0.094
H 4.914 2.915 -1.709
H 3.329 0.994 -1.836
C -2.766 6.223 -5.383
C -2.204 4.971 -4.759
C -1.318 5.029 -3.692
C -0.800 3.875 -3.106
C 0.162 4.006 -1.955
C -1.195 2.627 -3.597
Te -0.330 0.798 -2.712
N 0.419 -0.689 -0.992
C 0.350 -2.049 -0.982
O 0.016 -2.664 0.045
C 0.832 -2.852 -2.154
C 1.662 -2.301 -3.123
C 2.126 -3.083 -4.174
C 1.767 -4.422 -4.252
C 0.957 -4.984 -3.270
C 0.500 -4.202 -2.219
C -2.237 -0.031 -2.372
C -2.626 -1.202 -3.028
C -1.820 -1.932 -4.077
C -3.891 -1.719 -2.748
C -4.752 -1.113 -1.852
C -6.078 -1.730 -1.496
C -4.340 0.064 -1.237
C -3.093 0.621 -1.463
C -2.725 1.871 -0.703
C -2.056 2.537 -4.703
C -2.480 1.245 -5.367
C -2.545 3.720 -5.254
H -2.450 7.112 -4.836
H -3.857 6.201 -5.392
H -2.434 6.329 -6.418
H -1.015 5.997 -3.301
H 0.388 5.053 -1.747
H 1.108 3.503 -2.168
H -0.248 3.564 -1.043
H 1.955 -1.264 -3.044
H 2.775 -2.650 -4.925
H 2.127 -5.032 -5.073
H 0.687 -6.032 -3.323
H -0.129 -4.616 -1.439
H -0.869 -1.462 -4.308
H -2.394 -1.990 -5.006
H -1.606 -2.954 -3.760
H -4.198 -2.631 -3.252
H -6.322 -2.563 -2.156
H -6.885 -0.998 -1.552
H -6.045 -2.108 -0.471
H -4.995 0.539 -0.513
H -3.462 2.058 0.078
H -2.696 2.742 -1.358
H -1.755 1.775 -0.209
H -1.685 0.499 -5.372
H -2.755 1.436 -6.404
H -3.341 0.801 -4.864
H -3.211 3.653 -6.112
C 5.318 -1.248 1.389
C 4.479 -2.128 0.719
C 3.126 -1.840 0.561
C 2.592 -0.654 1.056
C 3.445 0.224 1.730
C 4.793 -0.064 1.894
H 6.368 -1.481 1.519
H 4.874 -3.055 0.319
H 2.497 -2.571 0.069
H 3.064 1.165 2.105
H 5.432 0.639 2.418



No. 6
66
Properties=species:S:1:pos:R:3 method="wB97M-V/def2-TZVPD" total_charge=+1 orbital_gap_ha="0.187 / 0.198" total_energy_ev=-81157.9544 relative_energy_kcal_mol=0.0 spin_multiplicity=5
Mn 0.860 0.663 -0.978
C 3.902 -3.629 4.138
C 3.258 -2.940 2.938
C 2.281 -3.690 2.229
C 1.501 -3.202 1.154
C 0.553 -4.055 0.492
N -0.750 -3.836 0.370
C -1.481 -2.684 0.923
C -2.848 -2.965 1.584
C -3.409 -1.804 2.410
N -3.690 -0.607 1.552
C -2.802 0.206 1.066
C -2.979 1.114 0.019
C -4.177 1.909 -0.016
C -4.323 3.000 -0.867
C -5.593 3.813 -0.967
C -3.046 3.447 -1.512
C -1.877 2.656 -1.482
C -0.630 3.183 -1.896
N 0.561 2.711 -1.513
C 1.729 3.565 -1.764
C 2.835 3.396 -0.755
C 3.677 2.038 -0.807
N 2.846 0.822 -0.273
C 3.341 0.116 0.745
C 2.875 -1.098 1.312
C 3.537 -1.678 2.425
C 1.799 -1.812 0.687
O 1.096 -1.320 -0.258
C -1.875 1.323 -0.886
O -1.151 0.379 -1.405
H 4.365 -4.544 3.714
H 3.283 -3.945 4.932
H 4.723 -3.041 4.566
H 2.119 -4.697 2.593
H 0.845 -5.071 0.182
H -1.331 -4.560 0.005
H -1.665 -2.000 0.130
H -0.763 -2.188 1.612
H -2.774 -3.862 2.247
H -3.623 -3.196 0.858
H -2.674 -1.498 3.177
H -4.359 -2.089 2.887
H -4.711 -0.541 1.206
H -1.758 0.082 1.355
H -4.908 1.579 0.647
H -5.802 4.136 -1.974
H -5.486 4.727 -0.384
H -6.519 3.252 -0.685
H -3.134 4.361 -2.168
H -0.529 4.098 -2.556
H 1.429 4.635 -1.834
H 2.072 3.240 -2.759
H 2.437 3.461 0.240
H 3.573 4.207 -0.889
H 4.520 2.201 -0.142
H 3.981 1.838 -1.845
H 4.238 0.549 1.225
H 4.273 -1.058 2.963
S 0.050 1.446 1.025
C 2.124 -0.181 -5.330
C 1.799 0.057 -3.880
N 1.472 0.229 -2.790
H 2.731 0.706 -5.656
H 1.215 -0.268 -5.981
H 2.765 -1.087 -5.358



Number 1: maximum force 0.0918 Eh/bohr. Number 2: maximum force 0.0621 Eh/bohr. Number 3: maximum force 0.0120 Eh/bohr. Number 4: maximum force 0.0071 Eh/bohr. Number 5: maximum force 0.0233 Eh/bohr. Number 6: maximum force 0.0826 Eh/bohr.